{
  "formula": "C26H27CuIN4O3S",
  "method": "ωB97M-V with the def2-TZVPD basis set",
  "total_charge": 0,
  "molar_mass_da": 666.0,
  "de_lowest_kcal_mol": 9.88,
  "homo_lumo_gap_ev": [7.49, 7.07],
  "multiplicity": 2,
  "species": ["Cu", "C", "C", "N", "C", "C", "C", "O", "C", "C", "N", "C", "C", "C", "C", "C", "C", "I", "C", "O", "H", "H", "H", "H", "H", "H", "H", "H", "H", "H", "H", "H", "C", "C", "N", "C", "C", "C", "S", "N", "C", "O", "C", "C", "C", "C", "C", "C", "H", "H", "H", "H", "H", "H", "H", "H", "H", "H", "H", "H", "H", "H", "H"],
  "positions_angstrom": [[0.4153, -0.1915, 0.3700], [-1.7775, -3.8575, 1.5388], [-0.8509, -3.3021, 2.5665], [-0.8960, -3.7600, 3.7821], [-0.1020, -3.2439, 4.7264], [0.7664, -2.2077, 4.4939], [1.5599, -1.6180, 5.6348], [2.9590, -1.7611, 5.4805], [0.8714, -1.6886, 3.1755], [1.8332, -0.6821, 2.8891], [1.9307, -0.0348, 1.7785], [2.9564, 0.8802, 1.5982], [3.3157, 1.7861, 2.6003], [4.3540, 2.6749, 2.4075], [5.0609, 2.6653, 1.2158], [4.7163, 1.7789, 0.2081], [3.6568, 0.9111, 0.3933], [3.1443, -0.4632, -1.1360], [0.0537, -2.2548, 2.1528], [0.0873, -1.9400, 0.9169], [-2.5336, -4.4764, 2.0102], [-1.2174, -4.4492, 0.8160], [-2.2343, -3.0284, 1.0029], [-0.2061, -3.6825, 5.7108], [1.2341, -2.0720, 6.5810], [1.3779, -0.5406, 5.6975], [3.1535, -2.6981, 5.3635], [2.5862, -0.5102, 3.6591], [2.7528, 1.7915, 3.5219], [4.6170, 3.3683, 3.1915], [5.8788, 3.3507, 1.0661], [5.2752, 1.7572, -0.7146], [-4.0418, -2.5449, -1.4655], [-4.2190, -1.1049, -0.9871], [-3.3294, -0.1976, -1.6722], [-3.6224, 0.1362, -3.0535], [-2.7407, -0.5908, -4.0682], [-2.2478, 0.3385, -1.0894], [-1.9924, 0.1346, 0.5959], [-1.5020, 1.0954, -1.8744], [-0.3037, 1.5962, -1.6849], [0.5338, 1.3198, -0.7766], [0.0962, 2.5419, -2.7558], [-0.7203, 2.6975, -3.8730], [-0.3613, 3.5520, -4.8933], [0.8203, 4.2689, -4.8083], [1.6383, 4.1192, -3.7009], [1.2835, 3.2610, -2.6764], [-4.6036, -3.2185, -0.8234], [-2.9903, -2.8208, -1.4344], [-4.4010, -2.6665, -2.4848], [-4.0131, -1.0319, 0.0824], [-5.2514, -0.7877, -1.1580], [-3.4667, 1.2139, -3.1595], [-4.6750, -0.0904, -3.2403], [-1.6935, -0.4392, -3.8175], [-2.9294, -0.1807, -5.0585], [-2.9454, -1.6583, -4.0910], [-1.6317, 2.1300, -3.9314], [-1.0046, 3.6613, -5.7538], [1.0977, 4.9468, -5.6016], [2.5605, 4.6747, -3.6329], [1.9172, 3.1426, -1.8108]],
  "forces_ev_per_angstrom": [[-0.92, 0.08, 0.25], [0.06, 0.05, -0.03], [0.12, 0.20, -0.28], [-0.41, -0.41, -0.08], [0.43, 0.44, 0.29], [-0.04, -0.08, 0.14], [-0.39, -0.07, 0.07], [0.43, -0.11, -0.02], [-0.86, -0.54, -0.31], [0.60, 0.32, -0.10], [-0.93, -0.38, -0.13], [0.70, 0.57, 0.09], [-0.10, -0.12, -0.17], [0.06, -0.04, -0.04], [0.00, 0.03, 0.01], [-0.02, 0.04, -0.04], [-0.20, -0.42, -0.28], [0.44, 0.17, 0.25], [0.34, -0.32, 1.30], [0.19, -0.09, -0.50], [-0.02, -0.05, 0.06], [-0.01, -0.05, -0.15], [-0.11, 0.00, -0.15], [0.06, 0.08, 0.12], [-0.05, 0.11, -0.16], [0.02, -0.10, 0.08], [0.00, 0.06, 0.00], [0.01, 0.06, -0.07], [-0.06, 0.01, 0.08], [0.02, 0.08, 0.06], [0.12, 0.09, -0.03], [0.01, 0.03, -0.09], [-0.04, 0.23, 0.07], [-0.23, -0.42, 0.27], [0.11, 0.14, 0.05], [0.12, 0.10, -0.50], [-0.14, 0.08, 0.14], [-0.07, 0.02, 0.72], [0.62, -0.04, 0.18], [-0.09, 0.11, -0.66], [-0.33, -0.28, 0.18], [0.27, 0.37, -0.09], [0.24, 0.32, -0.09], [0.03, -0.04, 0.03], [0.01, 0.09, -0.09], [0.03, 0.06, -0.02], [0.13, 0.10, 0.00], [-0.09, -0.14, 0.07], [-0.05, -0.10, 0.04], [0.09, -0.08, 0.05], [-0.02, -0.05, -0.11], [-0.13, -0.05, -0.22], [0.04, 0.10, 0.03], [-0.18, -0.14, -0.05], [0.05, 0.04, 0.10], [0.04, 0.01, -0.07], [0.03, -0.03, -0.13], [-0.02, -0.09, 0.01], [-0.10, -0.05, -0.01], [-0.04, 0.01, -0.08], [0.06, 0.05, -0.07], [0.11, 0.09, 0.00], [0.06, -0.04, 0.09]],
  "nbo_charge": [1.332, -0.648, 0.176, -0.400, -0.025, -0.061, -0.091, -0.722, -0.181, 0.166, -0.622, 0.176, -0.246, -0.194, -0.212, -0.226, -0.171, 0.170, 0.382, -0.767, 0.227, 0.224, 0.231, 0.188, 0.179, 0.184, 0.472, 0.208, 0.221, 0.221, 0.220, 0.228, -0.619, -0.219, -0.398, -0.213, -0.620, 0.363, -0.316, -0.677, 0.673, -0.780, -0.068, -0.175, -0.224, -0.190, -0.223, -0.181, 0.219, 0.218, 0.202, 0.241, 0.194, 0.220, 0.199, 0.226, 0.212, 0.206, 0.226, 0.213, 0.213, 0.213, 0.228]
}